No. 1
{"formula": "C7H10NOS", "method": "ωB97M-V/def2-TZVPD", "homo_lumo_gap_ev": [7.88, 7.88], "lumo_energy_ha": [-0.2090, -0.2090], "total_charge": 1, "homo_ev": [-13.57, -13.56], "spin_multiplicity": 1, "elements": ["S", "O", "N", "C", "C", "C", "C", "C", "C", "C", "H", "H", "H", "H", "H", "H", "H", "H", "H", "H"], "xyz": [[3.01853, 0.51693, 0.21109], [2.25665, -2.01152, 0.76924], [1.20572, -1.51016, 0.66444], [-0.51424, -1.51319, -0.85739], [1.47583, 0.61926, 0.35056], [-0.91311, 0.90427, 0.04690], [-0.02768, -2.24170, 0.34713], [0.41390, 1.36652, 0.24534], [0.43908, 2.89570, 0.45231], [-1.38224, -0.36599, -0.57709], [-0.23760, 3.12767, 1.27409], [1.41498, 3.24016, 0.79837], [-0.03012, 3.36629, -0.39890], [-1.75698, 1.58859, -0.08270], [0.23982, -3.30281, 0.20667], [0.32675, -1.14744, -1.50593], [-1.13880, -2.26424, -1.48076], [-0.72066, -2.41903, 1.10175], [-2.12065, -0.75903, 0.03290], [-1.94919, -0.09030, -1.59801]], "lowdin_charge": [1.022, 0.092, -0.092, -0.206, -0.546, 0.078, -0.120, -0.322, -0.011, -0.203, 0.094, 0.091, 0.092, 0.140, 0.147, 0.147, 0.171, 0.125, 0.102, 0.198]}


No. 2
{"formula": "C36H26N4O2PPtS", "method": "ωB97M-V/def2-TZVPD", "s2": 6.051, "homo_lumo_gap_ev": [5.51, 6.03], "lumo_energy_ha": [-0.1177, -0.1759], "total_charge": 1, "homo_ev": [-8.71, -10.82], "spin_multiplicity": 5, "elements": ["Pt", "S", "P", "O", "O", "N", "N", "N", "N", "C", "C", "C", "C", "C", "C", "C", "C", "C", "C", "C", "C", "C", "C", "C", "C", "C", "C", "C", "C", "C", "C", "C", "C", "C", "C", "C", "C", "C", "C", "C", "C", "C", "C", "C", "C", "H", "H", "H", "H", "H", "H", "H", "H", "H", "H", "H", "H", "H", "H", "H", "H", "H", "H", "H", "H", "H", "H", "H", "H", "H", "H"], "xyz": [[0.80404, 0.31216, 0.17985], [2.01079, 1.99491, -1.00455], [-1.00141, -0.02530, -2.10439], [-4.93716, 0.82794, 1.17825], [-1.60781, -0.84671, -0.88003], [2.87676, 4.87591, -3.06842], [1.59417, 1.14738, 2.04046], [-2.18416, 0.35772, 1.07645], [-0.93632, 0.75414, 1.30225], [-1.46529, 2.47342, -1.13851], [2.88770, 1.29598, 2.35220], [0.55098, 3.72829, -2.68111], [0.71941, 2.24178, -2.29366], [2.45598, -2.15360, 0.05847], [-0.71071, 1.53655, 2.38537], [-2.31554, 0.04469, -3.33435], [1.86046, 4.36503, -2.90077], [3.21114, -3.16333, -0.57647], [3.09250, -3.35302, -1.91933], [1.54546, -1.39962, -0.63732], [-2.54609, -0.36319, 0.09958], [-6.26760, -0.99519, 0.40546], [2.31993, 2.70853, 4.18557], [0.99401, 2.56724, 3.86850], [-3.89612, -0.92446, -0.06612], [-5.03694, -0.35822, 0.52662], [1.32395, -1.65683, -2.02441], [-3.75402, 1.23138, -4.86421], [-1.21078, 3.89784, -0.95938], [-2.75451, 1.24202, -3.89816], [-2.87094, -1.16429, -3.76789], [0.26980, -1.19021, -4.18380], [0.31470, -1.00771, -2.81550], [3.29915, 2.05863, 3.41824], [1.17894, -2.04960, -4.82398], [-5.28472, -2.73910, -0.90693], [-6.39719, -2.17630, -0.30188], [-4.31180, 0.02998, -5.27160], [-0.57322, 1.67728, -1.75460], [-4.05952, -2.11293, -0.78141], [2.07437, -2.75981, -4.07936], [-3.86755, -1.16948, -4.72482], [2.16272, -2.59607, -2.67802], [-0.26277, 4.50396, -1.66716], [0.62289, 1.76449, 2.77200], [-4.29488, -2.10889, -5.05293], [-1.83582, 4.45485, -0.27176], [2.61313, 3.32487, 5.02688], [2.62578, -1.96169, 1.11063], [-5.36856, -3.66651, -1.45854], [1.04434, 1.69084, -3.17459], [1.13416, -2.17053, -5.89852], [-4.09116, 2.16383, -5.29926], [-2.50951, -2.10077, -3.36633], [-2.33157, 2.18565, -3.58122], [-7.13629, -0.54503, 0.87717], [0.02504, 3.77815, -3.64241], [-1.54949, 1.91542, 2.95397], [-0.48143, -0.68987, -4.77922], [-7.36487, -2.65660, -0.37223], [-2.39538, 2.06674, -0.75622], [3.59863, 0.78230, 1.71665], [-5.09280, 0.02387, -6.02239], [-3.18511, -2.57739, -1.20599], [-0.07396, 5.56770, -1.57853], [2.74451, -3.46394, -4.56123], [-5.80779, 1.07456, 1.50456], [4.35153, 2.15079, 3.64530], [3.71261, -4.08043, -2.43192], [3.90801, -3.75665, 0.00097], [0.22063, 3.06111, 4.44282]], "mulliken_spin": [1.285, 0.615, 0.349, 0.005, -0.029, 0.004, 0.284, -0.037, 0.282, 0.136, -0.019, 0.011, 0.136, 0.026, 0.395, 0.000, -0.014, -0.027, 0.059, 0.279, 0.112, -0.020, -0.010, 0.106, 0.037, 0.027, 0.125, 0.002, -0.023, 0.005, 0.006, 0.013, -0.174, 0.140, -0.006, -0.017, 0.030, 0.000, -0.285, 0.032, 0.010, 0.001, -0.020, 0.053, 0.043, 0.000, 0.002, 0.000, 0.004, 0.000, 0.014, 0.000, 0.000, 0.002, 0.000, 0.000, 0.009, 0.014, -0.001, 0.002, -0.003, 0.013, 0.000, 0.006, -0.001, 0.001, 0.000, 0.008, 0.002, 0.000, 0.004]}


> Which formula does entry 1 have?

C7H10NOS